16 unconnected molecules or ions with the total composition C10H52O21 in a non-equilibrium geometry. Source: the Open Molecules 2025 dataset; level of theory: ωB97M-V/def2-TZVPD.

Values from the calculation:
- Relative energy (zero: lowest compared OMol25 entry of this formula, charge and spin): 0.00 kcal/mol
- Orbital gap: 9.781 eV
- Lowest unoccupied orbital energy: 0.0 eV
- Total energy: -1992.19138 Ha
- F_max: 2.58 eV/A
- HOMO energy: -0.3609 hartree

CARTESIAN COORDINATES (ANGSTROEM)
O 15.83060 10.66222 8.08689
H 16.62045 10.05249 8.20104
H 15.33391 10.12351 7.46719
O 10.25641 9.80850 13.49637
H 9.41222 9.92212 13.03313
H 10.37123 8.84653 13.33737
O 7.89050 10.38148 12.12897
H 7.30799 11.14459 12.22285
H 7.75730 10.08460 11.17807
O 11.83377 13.37042 10.24378
H 11.65650 12.53571 10.68245
H 11.32347 13.26558 9.41796
O 15.07767 6.09162 11.99640
H 15.72991 5.78642 11.32757
H 15.27597 7.05744 12.02687
O 9.26850 10.05920 7.17540
H 10.19786 10.32353 7.43738
H 9.33010 9.83113 6.26390
O 9.96416 7.06721 11.80781
H 10.83015 6.63822 11.66758
H 9.24394 6.46356 11.80523
O 13.08014 7.12908 9.49009
H 13.50646 6.35272 9.07856
H 13.36413 7.06752 10.37936
O 15.22587 8.66023 15.26456
H 14.73886 9.50744 15.25603
H 15.99268 8.82327 15.77173
O 12.42217 5.33248 11.88133
H 11.95825 4.68353 11.37728
H 13.37183 5.12761 11.88175
O 15.69438 8.73149 12.43114
H 15.84391 8.68175 13.39390
H 15.39678 9.67751 12.40947
C 7.94023 7.67729 9.22389
C 6.55648 7.30700 8.73844
O 5.52371 7.51138 9.65775
O 8.20950 9.04821 9.49318
H 8.67590 7.19487 8.55456
H 8.06729 7.25144 10.20824
H 6.55833 6.27933 8.35493
H 6.33431 7.89306 7.87438
H 5.54819 8.43167 9.93775
H 8.38085 9.51360 8.62150
C 10.99045 13.90400 13.71373
C 9.76118 13.16706 13.41963
O 8.58623 13.93749 13.25937
O 11.35198 14.89449 12.72307
H 11.79929 13.21512 13.93903
H 10.80949 14.46712 14.64638
H 9.56800 12.51838 14.25476
H 9.91651 12.46419 12.55977
H 8.84788 14.63546 12.70205
H 11.50452 14.42730 11.85081
C 12.25610 9.89166 10.75538
C 11.18221 9.86059 9.66005
O 11.25231 11.01870 8.81714
O 12.00517 10.84179 11.78101
H 13.23891 10.24830 10.27019
H 12.45110 8.89637 11.20659
H 10.17524 9.80883 10.05704
H 11.38123 8.91941 9.06690
H 12.16719 11.22239 8.78535
H 11.36192 10.47618 12.47492
C 15.83904 13.49750 12.36026
C 15.09874 12.63602 11.42281
O 14.63740 11.41558 11.97865
O 15.07350 13.92511 13.50853
H 16.22461 14.36006 11.86145
H 16.66913 13.00977 12.89658
H 15.69836 12.37286 10.50669
H 14.23328 13.18370 11.07037
H 13.72610 11.17656 11.88513
H 14.47382 14.66156 13.21537
C 14.17508 13.48231 16.50665
C 13.68793 12.06032 16.37494
O 14.23337 11.46573 15.17632
O 15.58809 13.64928 16.42794
H 13.94423 13.83095 17.53767
H 13.64187 14.19256 15.80903
H 12.60634 12.14330 16.34333
H 14.04429 11.54254 17.22405
H 14.16955 12.11190 14.43222
H 15.95391 13.73122 15.54920